# 1
{
  "formula": "C40H73F3N6O3P",
  "method": "ωB97M-V/def2-TZVPD",
  "elements": ["C", "C", "C", "C", "N", "N", "C", "C", "C", "C", "C", "O", "C", "C", "C", "C", "C", "C", "C", "C", "C", "C", "C", "C", "C", "C", "O", "C", "F", "F", "F", "P", "O", "H", "H", "H", "H", "H", "H", "H", "H", "H", "H", "H", "H", "H", "H", "H", "H", "H", "H", "H", "H", "H", "H", "H", "H", "H", "H", "H", "H", "H", "H", "H", "H", "H", "H", "H", "H", "H", "H", "H", "H", "H", "H", "H", "H", "H", "C", "C", "C", "C", "N", "H", "H", "H", "H", "H", "H", "H", "C", "C", "C", "C", "N", "H", "H", "H", "H", "H", "H", "H", "C", "C", "C", "C", "N", "H", "H", "H", "H", "H", "H", "H", "C", "C", "C", "C", "N", "H", "H", "H", "H", "H", "H", "H"],
  "positions_angstrom": [[4.346, -3.875, 1.550], [5.028, -3.265, 0.319], [4.492, -3.765, -1.040], [4.139, -2.652, -2.043], [2.774, -2.739, -2.598], [1.793, -2.069, -1.870], [1.766, -1.805, -0.618], [0.569, -0.982, -0.264], [0.775, -0.011, 0.913], [-0.146, -0.276, 2.112], [-0.005, 0.587, 3.339], [0.427, -0.753, 3.313], [0.189, -0.368, -1.637], [-1.272, 0.126, -1.613], [-2.410, -0.862, -1.437], [-3.812, -0.215, -1.227], [-3.890, 1.284, -1.514], [-4.291, -0.482, 0.199], [1.036, 0.877, -1.986], [2.513, 1.009, -1.590], [2.927, 2.475, -1.302], [3.646, 2.553, 0.047], [3.800, 3.065, -2.416], [0.550, -1.572, -2.576], [0.882, -1.278, -4.040], [-0.242, -0.632, -4.865], [0.254, 0.471, -5.587], [-0.973, -1.620, -5.820], [-2.229, -1.809, -5.406], [-1.016, -1.177, -7.054], [-0.396, -2.823, -5.855], [-0.456, -3.168, -2.549], [0.492, -4.292, -2.733], [4.956, -4.647, 2.012], [4.118, -3.135, 2.313], [3.399, -4.354, 1.288], [5.013, -2.172, 0.363], [6.080, -3.548, 0.362], [3.622, -4.406, -0.873], [5.246, -4.405, -1.496], [4.288, -1.663, -1.610], [4.791, -2.698, -2.912], [2.449, -3.703, -2.667], [2.542, -2.137, 0.061], [-0.174, -1.731, 0.041], [1.798, -0.068, 1.288], [0.582, 1.007, 0.574], [-1.147, -0.639, 1.876], [0.721, 1.370, 3.156], [-0.975, 0.792, 3.771], [-1.446, 0.732, -2.502], [-1.295, 0.841, -0.785], [-2.486, -1.485, -2.334], [-2.222, -1.513, -0.582], [-4.494, -0.707, -1.923], [-3.458, 1.558, -2.477], [-3.427, 1.872, -0.720], [-4.937, 1.578, -1.538], [-3.615, 0.009, 0.906], [-5.292, -0.095, 0.369], [-4.271, -1.552, 0.419], [0.976, 1.023, -3.065], [0.500, 1.730, -1.567], [2.774, 0.406, -0.718], [3.142, 0.644, -2.406], [2.025, 3.087, -1.220], [4.036, 3.553, 0.231], [2.980, 2.300, 0.875], [4.489, 1.857, 0.070], [3.196, 3.541, -3.189], [4.445, 3.849, -2.018], [4.445, 2.315, -2.864], [1.294, -2.168, -4.508], [1.688, -0.545, -4.035], [-1.015, -0.202, -4.234], [0.914, 0.184, -6.230], [-1.161, -3.210, -1.346], [-1.428, -3.028, -3.539], [-8.346, 5.463, -0.157], [-8.119, 4.710, -1.458], [-8.304, 3.196, -1.290], [-7.357, 2.652, -0.317], [-6.596, 2.227, 0.425], [-7.626, 5.154, 0.598], [-8.220, 6.535, -0.300], [-9.352, 5.288, 0.232], [-7.111, 4.906, -1.827], [-8.812, 5.059, -2.225], [-8.149, 2.673, -2.234], [-9.314, 2.967, -0.945], [-0.577, -4.635, 7.208], [-0.566, -3.385, 6.338], [-0.178, -3.674, 4.882], [1.164, -4.238, 4.777], [2.219, -4.671, 4.695], [0.415, -5.086, 7.262], [-0.888, -4.395, 8.223], [-1.268, -5.383, 6.814], [0.127, -2.650, 6.751], [-1.556, -2.924, 6.337], [-0.193, -2.754, 4.291], [-0.879, -4.383, 4.437], [-6.786, 5.102, 4.312], [-5.712, 4.199, 3.720], [-4.567, 4.987, 3.069], [-5.045, 5.819, 1.967], [-5.418, 6.450, 1.089], [-7.260, 5.710, 3.540], [-7.564, 4.509, 4.792], [-6.368, 5.776, 5.063], [-6.151, 3.533, 2.975], [-5.286, 3.568, 4.502], [-3.813, 4.307, 2.670], [-4.080, 5.636, 3.798], [9.102, -2.336, -0.381], [9.238, -0.937, 0.201], [7.920, -0.151, 0.167], [7.395, -0.020, -1.188], [6.963, 0.086, -2.243], [8.823, -2.299, -1.435], [10.044, -2.878, -0.309], [8.344, -2.911, 0.155], [10.000, -0.383, -0.349], [9.570, -0.991, 1.239], [8.061, 0.839, 0.601], [7.149, -0.659, 0.751]],
  "lowdin_charge": [-0.10, -0.25, -0.17, -0.16, 0.05, -0.04, 0.08, -0.19, -0.07, -0.27, -0.08, -0.04, -0.32, -0.14, -0.18, -0.39, -0.08, -0.08, -0.11, -0.15, -0.40, -0.07, -0.06, -0.32, -0.08, -0.24, 0.02, -0.61, 0.14, 0.19, 0.14, 0.85, -0.38, 0.08, 0.07, 0.06, 0.09, 0.09, 0.11, 0.11, 0.10, 0.12, 0.12, 0.16, 0.14, 0.13, 0.13, 0.14, 0.12, 0.12, 0.11, 0.13, 0.08, 0.08, 0.13, 0.08, 0.08, 0.05, 0.08, 0.06, 0.08, 0.12, 0.12, 0.08, 0.11, 0.13, 0.08, 0.07, 0.08, 0.08, 0.08, 0.07, 0.12, 0.12, 0.14, 0.12, 0.03, 0.03, -0.12, -0.25, -0.18, -0.22, 0.17, 0.03, 0.07, 0.08, 0.11, 0.11, 0.12, 0.12, -0.11, -0.26, -0.19, -0.24, 0.15, 0.07, 0.07, 0.08, 0.11, 0.11, 0.09, 0.12, -0.10, -0.26, -0.19, -0.23, 0.16, 0.07, 0.07, 0.08, 0.09, 0.11, 0.11, 0.12, -0.10, -0.25, -0.19, -0.25, 0.15, 0.07, 0.08, 0.06, 0.12, 0.11, 0.12, 0.11],
  "homo_lumo_gap_ha": 0.3495,
  "lumo_ha": -0.123,
  "fmax_ev_per_a": 2.7,
  "total_charge": 1
}

# 2
{
  "formula": "C40H73N3O6S",
  "method": "ωB97M-V/def2-TZVPD",
  "elements": ["C", "C", "C", "C", "C", "C", "C", "C", "C", "C", "C", "C", "C", "C", "C", "C", "C", "C", "C", "O", "S", "O", "O", "O", "C", "N", "C", "C", "H", "H", "H", "H", "H", "H", "H", "H", "H", "H", "H", "H", "H", "H", "H", "H", "H", "H", "H", "H", "H", "H", "H", "H", "H", "H", "H", "H", "H", "H", "H", "H", "H", "H", "H", "H", "H", "C", "C", "C", "C", "C", "C", "N", "O", "C", "C", "C", "H", "H", "H", "H", "H", "H", "H", "H", "H", "H", "H", "H", "H", "H", "H", "H", "H", "H", "C", "C", "C", "C", "C", "C", "N", "O", "C", "C", "C", "H", "H", "H", "H", "H", "H", "H", "H", "H", "H", "H", "H", "H", "H", "H", "H", "H", "H"],
  "positions_angstrom": [[-7.056, 5.170, 5.089], [-6.149, 5.757, 3.965], [-4.840, 6.274, 4.587], [-3.736, 6.564, 3.516], [-2.414, 5.916, 3.960], [-1.395, 5.885, 2.805], [-0.103, 5.199, 3.305], [0.917, 4.945, 2.160], [1.533, 3.525, 2.256], [1.924, 2.968, 0.856], [1.358, 1.578, 0.516], [1.892, 0.388, 1.402], [3.391, 0.323, 1.136], [4.180, -0.780, 1.827], [4.787, -0.489, 3.038], [5.542, -1.420, 3.692], [5.722, -2.687, 3.174], [5.114, -2.996, 1.981], [4.377, -2.038, 1.328], [1.528, 0.508, 2.803], [-0.009, 0.196, 2.994], [-0.331, -0.652, 4.084], [-0.885, 1.325, 2.978], [-0.270, -0.523, 1.559], [0.979, -0.776, 0.932], [1.390, -2.158, 1.152], [0.239, -3.089, 0.995], [-0.372, -3.516, 2.342], [-6.705, 5.572, 6.046], [-8.097, 5.472, 4.949], [-6.964, 4.082, 5.129], [-6.669, 6.552, 3.421], [-5.909, 4.959, 3.252], [-5.067, 7.195, 5.137], [-4.441, 5.520, 5.273], [-4.037, 6.166, 2.541], [-3.639, 7.651, 3.422], [-2.592, 4.879, 4.266], [-1.939, 6.474, 4.775], [-1.763, 5.339, 1.928], [-1.100, 6.898, 2.499], [-0.403, 4.263, 3.790], [0.404, 5.810, 4.063], [1.745, 5.662, 2.190], [0.386, 5.098, 1.212], [0.838, 2.888, 2.800], [2.460, 3.578, 2.841], [3.002, 3.047, 0.687], [1.482, 3.658, 0.124], [0.265, 1.629, 0.515], [1.676, 1.316, -0.500], [3.863, 1.260, 1.444], [3.564, 0.258, 0.055], [4.701, 0.498, 3.489], [6.053, -1.213, 4.629], [6.324, -3.443, 3.668], [5.204, -3.969, 1.507], [3.937, -2.308, 0.371], [0.838, -0.652, -0.154], [1.972, -2.381, 0.350], [0.664, -3.985, 0.527], [-0.507, -2.716, 0.279], [-0.481, -4.607, 2.343], [-1.379, -3.117, 2.492], [0.294, -3.234, 3.158], [-2.536, -0.882, -0.398], [-3.617, 0.137, -0.828], [-4.945, -0.148, -0.123], [-5.664, -1.374, -0.680], [-5.867, -1.226, -2.188], [-4.557, -0.960, -2.935], [-3.773, 0.159, -2.315], [-4.351, 1.279, -2.644], [-3.739, -2.271, -2.971], [-4.850, -0.673, -4.408], [-3.067, 1.462, -0.290], [-2.719, -1.234, 0.618], [-2.459, -1.766, -1.022], [-1.545, -0.435, -0.421], [-5.611, 0.716, -0.221], [-4.777, -0.275, 0.948], [-5.093, -2.279, -0.449], [-6.632, -1.491, -0.188], [-6.336, -2.130, -2.584], [-6.574, -0.410, -2.369], [-2.715, -2.087, -3.301], [-4.183, -2.974, -3.678], [-3.721, -2.804, -2.023], [-5.527, 0.169, -4.546], [-5.322, -1.540, -4.870], [-3.927, -0.466, -4.954], [-2.132, 1.729, -0.787], [-2.860, 1.365, 0.778], [-3.765, 2.289, -0.412], [6.015, -2.776, -4.542], [5.123, -3.117, -3.324], [5.102, -4.627, -3.073], [4.263, -5.390, -4.096], [2.842, -4.824, -4.137], [2.816, -3.316, -4.406], [3.742, -2.566, -3.495], [3.183, -2.506, -2.317], [3.168, -3.077, -5.891], [1.383, -2.793, -4.283], [5.853, -2.449, -2.161], [6.816, -3.509, -4.649], [5.500, -2.739, -5.495], [6.474, -1.793, -4.431], [4.699, -4.835, -2.075], [6.122, -5.016, -3.070], [4.735, -5.336, -5.081], [4.229, -6.449, -3.831], [2.265, -5.341, -4.906], [2.349, -5.043, -3.184], [3.371, -2.022, -6.083], [2.332, -3.365, -6.529], [4.006, -3.674, -6.245], [0.941, -2.998, -3.309], [0.747, -3.270, -5.027], [1.347, -1.715, -4.458], [5.862, -1.363, -2.273], [6.890, -2.784, -2.122], [5.400, -2.687, -1.201]],
  "mulliken_spin": [0.00, 0.00, 0.00, 0.00, 0.00, 0.00, 0.00, 0.00, 0.00, 0.00, 0.00, 0.00, 0.00, 0.00, 0.00, 0.00, 0.00, 0.00, -0.02, 0.00, 0.00, 0.00, 0.00, 0.00, -0.01, 0.00, 0.00, 0.00, 0.00, 0.00, 0.00, 0.00, 0.00, 0.00, 0.00, 0.00, 0.00, 0.00, 0.00, 0.00, 0.00, 0.00, 0.00, 0.00, 0.00, 0.00, 0.00, 0.00, 0.00, 0.00, 0.00, 0.00, 0.00, 0.00, 0.00, 0.00, 0.00, 0.03, 0.00, 0.01, 0.00, 0.00, 0.00, 0.00, 0.00, 0.06, 0.00, 0.02, -0.02, 0.02, 0.03, 0.31, 0.59, 0.04, -0.01, -0.02, 0.00, -0.01, 0.00, 0.00, 0.00, 0.00, 0.00, 0.00, 0.00, -0.02, 0.00, 0.00, 0.00, 0.00, 0.00, -0.01, 0.00, 0.00, 0.00, 0.04, 0.02, -0.02, 0.01, 0.04, 0.37, 0.54, 0.01, -0.01, -0.02, 0.00, -0.01, 0.00, 0.01, 0.00, 0.00, 0.00, 0.00, 0.01, -0.01, 0.00, 0.00, 0.00, 0.00, 0.00, 0.00, 0.00, 0.01],
  "homo_lumo_gap_ha": [0.3308, 0.3193],
  "lumo_ha": [0.017, -0.015],
  "multiplicity": 3,
  "fmax_ev_per_a": 2.9,
  "total_charge": 0
}